No. 1
22
Properties=species:S:1:pos:R:3:forces:R:3:mulliken_spin:R:1 method="wB97M-V/def2-TZVPD" total_charge=0 homo_energy_ev="-6.4 / -9.7" s_squared=2.01 orbital_gap_ev="6.25 / 7.18" lumo_ev="-0.13 / -2.51" spin_multiplicity=3
C -0.82791 -1.56174 0.94775 0.6 0.9 0.6 -0.01
C -1.08965 -1.56723 -0.42547 -0.5 -2.6 0.5 0.43
C 0.37659 0.58495 0.30722 1.3 1.9 -0.4 0.16
C -1.50063 -2.87792 -0.99957 -0.7 0.0 1.1 -0.02
C 0.25592 1.18700 -2.10982 0.6 -0.5 -1.3 -0.01
N -0.85853 -0.56597 -1.23458 -0.7 -0.8 -2.6 0.11
N -0.06452 0.39534 -0.91611 0.3 1.9 1.3 0.09
N 1.00841 2.33356 2.38281 1.4 -0.6 -0.7 0.00
N 0.09871 -0.37653 1.24539 -1.9 -2.0 0.6 0.39
O -1.15114 -2.25667 1.88106 0.2 0.2 -0.7 0.21
O 0.61876 -0.40919 2.38619 1.0 0.8 1.0 0.57
O 2.79717 1.22491 0.93372 -0.7 0.6 0.8 0.00
O 1.33729 3.03517 0.01786 0.2 -0.9 1.3 0.00
S 1.53760 1.91308 0.92504 -0.3 0.3 -3.2 0.00
H -0.76921 -3.32793 -1.67545 0.7 -0.3 0.9 0.03
H -1.86973 -3.43195 -0.09185 0.6 -0.3 -1.5 0.00
H -2.25941 -2.77879 -1.73018 -1.6 0.4 -0.4 0.03
H 0.49492 2.20227 -1.85312 -0.1 0.3 0.1 0.00
H 1.18137 0.68983 -2.50927 -0.9 0.6 0.1 0.01
H -0.58114 1.08494 -2.88371 1.2 0.1 1.5 0.01
H 0.99100 1.50932 2.94334 -0.2 -0.5 1.0 0.00
H 0.27415 2.99354 2.45876 -0.7 0.5 -0.2 0.00



No. 2
63
Properties=species:S:1:pos:R:3:forces:R:3:mulliken_spin:R:1 method="wB97M-V/def2-TZVPD" total_charge=+2 homo_energy_ev="-13.4 / -13.4" s_squared=1.67 orbital_gap_ev="4.28 / 3.77" lumo_ev="-9.16 / -9.65" spin_multiplicity=2
Tl -4.74903 -5.64804 15.40785 1.0 -0.2 1.0 0.08
F -3.43620 -3.13034 16.11032 -0.3 -0.5 -0.2 -0.81
F -3.47823 -4.53902 13.13964 -0.7 -0.2 0.8 0.62
C -8.41009 -8.98173 16.50889 0.0 1.2 0.0 0.00
S -7.41014 -8.10434 17.79426 0.7 -0.7 -0.2 0.00
O -6.74944 -6.84693 17.24111 -1.6 -1.2 -0.2 0.03
C -8.83340 -7.59516 18.80279 0.1 0.5 -0.1 0.00
H -8.96629 -9.83468 16.89777 0.0 0.3 0.4 0.00
H -7.86480 -9.31812 15.62707 0.3 0.3 0.2 0.00
H -9.04492 -8.13259 16.25580 -0.5 -0.5 -0.6 0.00
H -9.36787 -6.80032 18.28253 0.3 0.3 0.1 0.00
H -8.36595 -7.26463 19.73034 -0.3 0.3 -0.1 0.00
H -9.59996 -8.32848 19.05327 0.5 -0.6 -0.2 0.00
C -5.33980 -7.11854 20.56095 -0.3 0.1 0.3 0.00
S -3.96172 -6.38548 19.48788 -2.8 2.3 -0.4 0.00
O -4.65158 -5.58992 18.34895 1.0 -0.7 0.8 0.02
C -3.55480 -4.96669 20.60332 0.8 -1.2 1.5 0.00
H -6.22433 -6.54478 20.83757 0.5 1.5 -0.4 0.00
H -4.92416 -7.36583 21.53778 0.4 -0.4 -0.2 0.00
H -5.91325 -7.94744 20.14600 1.2 -0.6 -0.5 0.00
H -2.69354 -5.28471 21.19085 0.7 0.0 -0.4 0.00
H -4.20711 -4.84162 21.46757 -0.9 0.2 -0.7 0.00
H -3.30796 -4.03812 20.08861 -0.3 -0.4 -0.3 0.00
C -6.77683 -2.49286 11.69789 0.2 -0.2 -0.8 0.06
S -6.84222 -2.41986 13.53481 1.2 -0.2 -1.4 0.20
O -6.58092 -3.85160 13.92265 0.0 0.8 0.1 0.59
C -5.45245 -1.32631 13.93427 0.9 0.2 0.3 0.04
H -5.83284 -2.86185 11.29686 0.5 -0.3 1.0 0.00
H -6.84375 -1.53883 11.17497 -0.7 0.3 0.7 0.00
H -7.51026 -3.21625 11.34167 -0.4 0.3 0.4 0.00
H -5.39817 -0.46528 13.26810 -0.7 -0.1 -0.3 0.00
H -4.49864 -1.83836 13.80720 -0.2 -0.6 -0.1 0.00
H -5.44660 -0.92654 14.94829 -0.6 -0.4 0.1 0.00
C -1.95217 -9.63728 16.68208 -0.3 -0.9 -0.5 0.00
S -3.75967 -9.35084 17.07574 0.9 0.9 -0.5 0.01
O -3.95961 -7.83038 16.94923 -0.2 -1.5 -0.2 0.05
C -4.70329 -10.15825 15.68944 0.3 0.8 0.1 0.00
H -1.57708 -8.98498 15.89347 -0.4 0.4 0.3 0.00
H -1.77537 -10.65176 16.32479 -0.6 -0.3 -0.2 0.00
H -1.30913 -9.64216 17.56218 -0.5 0.7 0.3 0.00
H -4.53833 -9.59580 14.77045 0.3 0.0 0.0 0.00
H -5.74992 -10.01684 15.95900 0.1 -0.1 0.2 0.00
H -4.51222 -11.22387 15.56269 0.3 0.1 0.2 0.00
C -8.03205 -1.77689 17.09083 -0.5 0.5 0.3 0.01
S -7.34673 -3.27322 17.78092 0.3 0.0 -1.2 0.01
O -6.80042 -3.98243 16.52861 0.1 0.7 1.0 0.05
C -6.01052 -2.34602 18.63863 0.2 -2.0 0.0 0.00
H -8.87625 -1.96277 16.42684 0.1 -0.2 0.0 0.00
H -7.23917 -1.20883 16.60428 0.0 -0.1 -0.1 0.00
H -8.37814 -1.17857 17.93365 -0.2 0.1 0.0 0.00
H -5.64963 -3.06400 19.37509 0.0 0.1 0.3 0.00
H -6.34096 -1.43461 19.13687 0.1 0.0 -0.5 0.00
H -5.21154 -2.35761 17.89728 0.0 0.9 -0.1 0.00
C -2.09271 -9.46521 12.81840 0.1 0.6 -0.4 0.00
S -2.12222 -7.60703 13.00580 -0.5 -0.9 1.2 0.00
O -2.95923 -7.49130 14.30029 0.3 0.3 -0.8 0.02
C -0.41068 -7.22465 13.47053 0.4 -0.4 0.4 0.00
H -1.30305 -9.81172 12.15170 0.2 0.2 0.2 0.00
H -3.02499 -9.74542 12.32804 -0.1 0.3 0.1 0.00
H -2.07083 -9.94342 13.79765 0.3 0.3 0.0 0.00
H 0.26614 -7.73452 12.78495 -0.1 0.1 -0.2 0.00
H -0.14091 -7.55442 14.47382 -0.5 -0.4 0.1 0.00
H -0.19323 -6.15676 13.49180 -0.5 0.0 -0.5 0.00



No. 3
21
Properties=species:S:1:pos:R:3:forces:R:3:mulliken_charge:R:1 method="wB97M-V/def2-TZVPD" total_charge=0 homo_energy_ev=-8.9 orbital_gap_ev=9.79 lumo_ev=0.91
C 0.94807 -2.14766 -0.49636 1.2 0.1 0.6 -1.20
C -0.01515 -1.55794 0.55389 -0.2 0.3 -0.4 -0.27
C -0.43670 -0.26914 0.66592 0.4 -0.7 -0.4 0.30
C -1.49276 0.15498 1.69492 0.1 -0.6 -0.7 -1.32
C 0.16237 0.84719 -0.20880 -0.4 -1.2 0.8 0.69
C 1.52290 1.29664 0.19403 0.0 0.9 0.9 -0.32
O 2.07706 2.24872 -0.66904 -1.1 0.5 -1.0 -0.57
N -0.40232 1.37242 -1.21617 0.5 -0.4 0.4 -0.40
N -1.61867 0.85907 -1.55785 -0.9 -0.3 -0.4 -0.62
H 0.51300 -3.03183 -1.00900 0.1 0.6 0.4 0.36
H 1.97375 -2.52513 -0.05064 -2.0 0.9 -0.7 0.26
H 1.16971 -1.37902 -1.26483 0.0 -0.5 0.4 0.33
H -0.47490 -2.30349 1.21946 0.2 0.4 -0.2 0.36
H -1.04975 0.78521 2.44682 0.2 0.2 0.5 0.31
H -2.29400 0.73587 1.24536 0.1 0.2 -0.3 0.33
H -1.99480 -0.70710 2.15425 0.4 0.1 0.0 0.40
H 2.18373 0.44078 0.24468 0.2 -0.4 0.1 0.26
H 1.45261 1.71183 1.24141 0.1 -0.3 -0.7 0.22
H 1.33073 2.50419 -1.28397 1.1 -0.3 0.8 0.38
H -1.82170 1.11747 -2.51058 -0.1 -0.1 0.0 0.26
H -1.73318 -0.15305 -1.39350 0.2 0.7 -0.1 0.24



No. 4
22
Properties=species:S:1:pos:R:3:forces:R:3:mulliken_charge:R:1 method="wB97M-V/def2-TZVPD" total_charge=+1 homo_energy_ev=-13.2 orbital_gap_ev=6.22 lumo_ev=-6.99
C 1.09605 -0.15127 0.63919 0.6 1.2 -2.3 -0.89
C -0.04212 -1.05189 0.23145 0.0 -0.1 4.5 0.13
C -1.41285 -0.65067 0.51791 -0.8 0.4 -0.8 -0.45
C -2.18640 -0.15394 -0.77943 0.1 0.1 -0.1 -0.54
C -2.00779 -1.22314 -1.88994 1.0 0.3 1.5 -0.85
N 2.76224 2.51344 -0.19497 -0.4 -0.1 0.2 -0.72
N 1.37714 -0.09654 2.06499 -0.8 -1.5 0.1 -0.44
H 2.00103 -0.46956 0.10947 -0.1 0.2 0.2 0.38
H 0.89763 0.87352 0.33031 0.0 0.0 -0.2 0.43
H 2.48627 3.40495 0.19766 0.0 0.0 0.0 0.23
H 0.18171 -2.11765 0.37042 -0.1 0.0 -1.1 0.37
H -1.42732 0.22225 1.18552 0.2 -0.2 -0.1 0.35
H -1.98406 -1.47954 0.93788 0.1 -0.1 0.0 0.37
H -3.22755 0.03136 -0.51811 0.1 0.0 0.1 0.38
H -1.74307 0.82330 -1.02374 -0.1 -0.4 -0.3 0.32
H -2.13491 -0.85613 -2.89993 0.0 0.1 -0.1 0.33
H -0.95302 -1.51932 -1.65414 -0.5 -0.3 -1.3 0.26
H 2.88508 2.64686 -1.18975 0.2 0.0 0.0 0.24
H -2.63044 -2.10198 -1.71516 0.0 0.1 -0.1 0.31
H 3.64543 2.26700 0.23151 0.1 0.0 -0.2 0.24
H 0.55376 0.01291 2.64955 0.0 0.3 -0.1 0.27
H 1.86318 -0.92398 2.39931 0.1 0.0 0.0 0.29